This record from the Open Molecules 2025 dataset describes a structure of composition C16H27BBaN11 in a non-equilibrium geometry. The level of theory is wB97M-V/def2-TZVPD.

The LUMO energy (alpha / beta) comes out at -2.760 / -2.756 eV. The relative energy (zero: lowest compared OMol25 entry of this formula, charge and spin) comes out at 0.000 eV. For the HOMO-LUMO gap (alpha / beta), the calculation gives 8.5 / 8.5 eV. As for the HOMO energy (alpha / beta): -11.241 / -11.241 eV.

```
! wB97M-V def2-TZVPD RIJCOSX def2/J DEFGRID3
* xyz 1 1
Ba 0.66667 -1.97359 -0.88140
C -3.14629 1.14345 -0.87812
C -2.54471 -0.04541 -0.49787
N -1.41914 -0.24186 -1.14618
N -1.22073 0.91006 -1.90395
C -2.26518 1.68968 -1.80650
B 0.04467 1.30609 -2.59877
N 1.09267 1.55878 -1.51986
C 1.44410 2.78591 -1.01152
C 2.33598 2.57801 0.02002
C 2.51814 1.18643 0.01581
N 1.77240 0.60138 -0.89294
N 0.48084 0.26998 -3.68068
C 0.40242 0.61461 -4.95529
C 0.65130 -0.46897 -5.75692
C 0.85573 -1.49446 -4.80522
N 0.80481 -1.07415 -3.56901
H -3.99385 1.59667 -0.47544
H -2.93233 -0.69379 0.18725
H -2.31974 2.70296 -2.21563
H -0.20403 2.36828 -3.16906
H 0.87135 3.69640 -1.32260
H 2.92586 3.32438 0.60946
H 3.14205 0.54781 0.62637
H 0.17587 1.65564 -5.20822
H 0.82245 -0.59040 -6.80671
H 1.13816 -2.52297 -4.91557
N 3.38075 -2.20538 -2.01517
N 3.30452 -2.52475 -0.52797
H 4.27379 -2.46565 -2.38987
H 3.31620 -1.18459 -2.06252
H 4.10188 -2.10080 0.00578
H 3.41850 -3.52952 -0.41963
C -2.25191 1.74570 2.76709
C -1.06730 2.09760 1.86553
N -0.27760 0.90888 1.65054
C -0.38850 -0.31172 2.22289
N 0.29016 -1.29170 1.69192
C 0.30715 -2.56882 2.45644
C -1.05241 -2.76669 3.14483
C -1.29277 -1.64809 4.11028
N -1.34510 -0.43665 3.22416
C -1.79005 0.78191 3.88503
H -3.01339 1.18248 2.24514
H -2.75960 2.58810 3.20585
H -0.49467 2.89292 2.26036
H -1.39788 2.38865 0.89639
H 0.30724 0.90033 0.82568
H 1.13216 -2.57242 3.17380
H 0.44142 -3.41593 1.79679
H -1.00245 -3.71333 3.68726
H -1.83342 -2.66065 2.37333
H -0.62070 -1.59299 4.94845
H -2.30111 -1.70550 4.48775
H -0.91889 1.14679 4.43696
H -2.56548 0.63091 4.61140
*
```

=====

This record from the Open Molecules 2025 dataset describes a structure of composition C43H35MnNO6S3 in a non-equilibrium geometry. The level of theory is wB97M-V/def2-TZVPD.

Its expectation value of S² is 6.209. The LUMO energy (alpha / beta) comes out at -3.712 / -7.304 eV. For the HOMO-LUMO gap (alpha / beta), the calculation gives 6.4 / 2.9 eV. As for the HOMO energy (alpha / beta): -10.097 / -10.169 eV.

```
! wB97M-V def2-TZVPD RIJCOSX def2/J DEFGRID3
* xyz 1 5
Mn -2.16217 2.09237 0.25856
C -5.46740 -3.28994 -3.10800
C -4.44575 -2.22425 -2.71382
C -3.83626 -2.25490 -1.41371
C -2.81603 -1.34581 -1.12088
C -2.34765 -0.52880 -2.14161
C -2.99181 -0.41009 -3.36416
C -4.08807 -1.24391 -3.66456
S -0.82503 0.41297 -2.02793
O -0.88218 0.74751 -0.55192
C 0.37918 -0.94976 -2.43087
C 0.13953 -1.70407 -3.58920
C 1.03920 -2.63738 -4.02535
C 2.30951 -2.71905 -3.38202
C 3.35156 -3.48052 -3.96240
C 4.58258 -3.50438 -3.39564
C 4.79683 -2.83934 -2.20608
C 3.82102 -2.14279 -1.55252
C 2.55248 -2.03917 -2.17055
C 1.52883 -1.10351 -1.68125
C 1.61388 -0.50923 -0.31320
C 1.13688 -1.41365 0.74681
C 0.40260 -2.57066 0.55978
C -0.15951 -3.26680 1.59863
C 0.13804 -2.89282 2.91997
C 0.87252 -1.76153 3.17538
C 1.31169 -0.91239 2.12295
C 1.81054 0.37395 2.37046
C 2.18323 1.21221 1.33248
C 2.07860 0.76535 0.00701
S 2.10339 2.06081 -1.31223
O 1.26750 1.57812 -2.45202
C 3.83315 1.90565 -1.81219
C 4.69585 2.76052 -1.09357
C 6.00413 2.83529 -1.55603
C 6.44097 2.15821 -2.72905
C 7.82131 2.32961 -3.30595
C 5.53174 1.31211 -3.37660
C 4.21667 1.17725 -2.89485
H -5.83810 -3.80753 -2.20479
H -4.93759 -4.00787 -3.78176
H -6.35829 -2.94486 -3.65792
H -4.14847 -3.06929 -0.71980
H -2.37086 -1.23791 -0.12900
H -2.74560 0.34716 -4.14231
H -4.58835 -1.08005 -4.63766
H -0.79088 -1.50898 -4.13809
H 0.85411 -3.17803 -4.97551
H 3.11245 -4.01741 -4.87394
H 5.41396 -4.09878 -3.80234
H 5.72736 -2.89008 -1.71811
H 4.06772 -1.74764 -0.56398
H 0.31763 -3.03030 -0.44390
H -0.82723 -4.14608 1.34932
H -0.22240 -3.50275 3.72096
H 1.02325 -1.47588 4.20349
H 1.85598 0.69778 3.38753
H 2.66224 2.14661 1.57909
H 4.38676 3.27035 -0.19969
H 6.65878 3.52253 -1.08821
H 7.77556 2.60593 -4.39879
H 8.44484 1.46387 -3.13655
H 8.29134 3.20088 -2.77881
H 5.80539 0.83945 -4.30613
H 3.50991 0.45206 -3.34917
C -6.48772 1.16717 6.75367
C -5.36245 1.25187 5.79010
C -4.21895 2.04060 6.10938
C -3.11152 2.12009 5.25418
C -3.22093 1.38152 4.10220
C -4.34212 0.65131 3.70660
C -5.44116 0.60369 4.55978
S -1.78762 1.32680 3.07763
O -1.96156 0.21723 2.11508
O -0.62025 1.35840 3.91478
N -1.89315 2.64888 2.18489
C -1.50706 4.03165 2.48059
C -1.60340 4.84074 1.12489
O -1.56224 6.07955 1.14537
O -1.77301 4.13688 0.06532
H -6.14876 0.70437 7.68314
H -7.27418 0.52843 6.31707
H -6.90534 2.17434 6.96392
H -4.29585 2.63085 7.02933
H -2.16886 2.60683 5.50800
H -4.32390 0.18922 2.70556
H -6.36667 0.09823 4.28951
H -0.47235 4.00888 2.92864
H -2.17202 4.42215 3.25256
*
```

=====

This record from the Open Molecules 2025 dataset describes a structure of composition C42H65BrCl2F9N12NbO5PS in a non-equilibrium geometry. The level of theory is wB97M-V/def2-TZVPD.

The LUMO energy comes out at -0.356 eV. For the HOMO-LUMO gap, the calculation gives 5.6 eV. As for the HOMO energy: -5.925 eV.

```
! wB97M-V def2-TZVPD RIJCOSX def2/J DEFGRID3
* xyz -1 1
C 9.34045 5.73233 -0.47237
C 9.52248 4.94708 0.93128
C 8.81591 3.50440 0.93659
C 9.77326 2.32199 1.50394
C 9.73033 0.99910 0.56315
C 9.36344 -0.34344 1.35652
C 8.18166 -1.20130 0.64965
C 6.81396 -0.47441 1.04474
C 5.60934 -0.72355 -0.02315
C 4.70135 0.59161 0.06063
C 3.51412 0.65650 -1.04150
Nb 1.41969 0.58713 -0.14213
Br 2.15804 2.74190 1.25279
C 2.06953 -0.78988 1.58511
C 2.36220 0.00681 2.95687
O 1.67396 -0.22591 3.98559
C 0.66591 -1.08017 -1.43000
Cl -1.10367 -1.01247 -2.00329
C 1.32006 -2.24369 -1.88601
C 2.80202 -2.55999 -1.49387
Cl 0.49372 -3.48446 -2.96736
P 0.83515 2.23332 -2.06733
N 1.13659 3.72326 -1.59053
O 1.89825 1.94005 -3.41909
O -0.73561 2.10099 -2.68536
S -0.83103 0.81031 1.00301
O -1.58135 -0.51333 1.14432
O -0.51708 1.20735 2.44661
C -2.05402 2.06852 0.39814
F -2.81638 1.40954 -0.62242
F -1.52333 3.30311 -0.01914
C -3.20700 2.48137 1.47751
F -3.40484 1.45097 2.44442
F -4.46459 2.49278 0.79749
C -2.91462 3.80312 2.29642
F -3.70597 3.71533 3.48791
F -1.58732 3.90671 2.78727
C -3.25375 5.21085 1.64120
F -3.84927 6.01528 2.64952
F -2.01609 5.85752 1.37531
F -3.94376 5.21957 0.44632
H 10.29375 6.35096 -0.64761
H 8.47928 6.47624 -0.46221
H 9.22333 5.00122 -1.33328
H 10.62765 4.83518 1.20761
H 9.08435 5.65559 1.72550
H 7.91322 3.59728 1.64497
H 8.42405 3.27183 -0.10875
H 10.84406 2.72790 1.54720
H 9.48237 2.09166 2.58877
H 10.78152 0.92538 0.10878
H 8.94942 1.18937 -0.24109
H 9.08713 -0.06813 2.43812
H 10.31193 -0.97076 1.42394
H 8.35854 -1.31665 -0.46556
H 8.17800 -2.21449 1.19617
H 7.03690 0.65794 1.01907
H 6.48257 -0.68294 2.11978
H 6.05772 -0.86055 -1.07274
H 5.07426 -1.65029 0.35506
H 5.42176 1.47178 -0.12722
H 4.34269 0.72172 1.12882
H 3.67905 -0.00760 -1.94521
H 3.60988 1.73003 -1.46005
H 1.33604 -1.64910 1.73468
H 3.10821 -1.26419 1.40225
H 3.21998 0.73994 3.08740
H 3.13053 -2.31732 -0.44690
H 2.93085 -3.70253 -1.59872
H 3.53827 -2.13596 -2.27146
H 0.31563 4.33710 -1.67304
H 2.00896 0.95800 -3.48122
H -0.71739 1.46106 -3.42918
C 0.16095 1.73321 6.44988
C 0.80290 2.53144 7.54104
N 1.30642 3.15708 8.39715
H -0.41763 0.91480 6.88037
H -0.50429 2.37052 5.86573
H 0.92711 1.31948 5.79051
C 2.06814 -3.19568 6.29588
C 3.37149 -2.83436 5.65874
N 4.39207 -2.54758 5.15641
H 1.95541 -4.28046 6.32018
H 2.03498 -2.81054 7.31588
H 1.24524 -2.76354 5.72414
C -4.73688 -3.37785 -3.30815
C -3.44166 -3.02972 -3.97285
N -2.42339 -2.75673 -4.48937
H -4.85960 -4.45415 -3.28111
H -4.74432 -2.99280 -2.28730
H -5.56791 -2.93826 -3.85985
C -6.06037 -7.93361 -2.66271
C -6.35220 -6.47374 -2.79980
N -6.58040 -5.32634 -2.89852
H -5.18631 -8.07773 -2.02609
H -6.91514 -8.44139 -2.21452
H -5.86273 -8.36588 -3.64469
C -5.81988 -3.72211 0.87664
C -5.68743 -5.21058 0.80225
N -5.58168 -6.37852 0.74389
H -4.95995 -3.24797 0.40033
H -6.72943 -3.40450 0.36761
H -5.86746 -3.40662 1.91943
C 0.86864 4.05237 -5.70727
C 1.15503 4.67877 -7.03640
N 1.37957 5.16976 -8.07873
H 1.49444 3.17012 -5.56884
H 1.07739 4.76473 -4.90795
H -0.18006 3.75643 -5.65513
C -10.17308 -4.49250 -1.07622
C -9.50198 -3.70879 0.00754
N -8.97533 -3.09186 0.85662
H -10.76385 -5.29875 -0.63914
H -10.83060 -3.84223 -1.65171
H -9.42275 -4.92113 -1.74290
C 0.06858 -7.92229 -2.55943
C 1.37726 -7.32712 -2.14695
N 2.41030 -6.86823 -1.81952
H 0.23092 -8.90972 -2.99370
H -0.58509 -8.01735 -1.69138
H -0.41262 -7.28157 -3.29975
C -10.48452 -1.33494 -4.12142
C -11.36180 -2.50686 -3.81159
N -12.05277 -3.42450 -3.56844
H -9.80130 -1.15256 -3.29089
H -9.90329 -1.53369 -5.02248
H -11.09682 -0.44608 -4.28097
C -3.76520 6.91732 5.59102
C -3.86622 7.72909 6.84425
N -3.94542 8.36578 7.82641
H -4.67137 7.03873 4.99647
H -2.90731 7.24675 5.00369
H -3.64184 5.86265 5.84049
C -7.16793 1.75678 -4.19456
C -7.16007 0.27992 -3.95636
N -7.15388 -0.87815 -3.76808
H -8.19120 2.13295 -4.15679
H -6.57494 2.25842 -3.42863
H -6.74317 1.97609 -5.17495
*
```

=====

This record from the Open Molecules 2025 dataset describes a structure of composition C12H26FeN6O6S in a non-equilibrium geometry. The level of theory is wB97M-V/def2-TZVPD.

Its expectation value of S² is 6.406. The LUMO energy (alpha / beta) comes out at -0.134 / -0.349 eV. For the HOMO-LUMO gap (alpha / beta), the calculation gives 5.3 / 6.6 eV. As for the HOMO energy (alpha / beta): -5.445 / -6.917 eV.

```
! wB97M-V def2-TZVPD RIJCOSX def2/J DEFGRID3
* xyz 0 5
O -0.14122 0.13349 -2.95801
H -0.70920 0.25106 -3.73819
Fe 0.88272 -0.44863 -0.21204
N 0.70222 1.39364 0.76684
N 1.97161 0.68796 -1.28888
N -0.69354 -1.26933 0.81944
N 0.46053 -1.99669 -1.22172
O -0.00780 1.60922 1.83796
O -1.26259 -0.76935 1.97591
O 1.17712 -2.31827 -2.36058
O 2.60824 0.16964 -2.28898
C 2.18874 1.98925 -0.91463
C 1.50764 2.37196 0.27470
C -1.12650 -2.46700 0.39895
C -0.46711 -2.88029 -0.81259
C 1.63977 3.66002 0.99807
H 1.89408 3.47719 2.05021
H 0.69266 4.21611 0.97256
H 2.42152 4.27831 0.54913
C 3.12186 2.80549 -1.72294
H 2.92265 2.65920 -2.79178
H 4.16594 2.51720 -1.53583
H 3.01029 3.86573 -1.48277
C -2.10242 -3.27920 1.16302
C -0.70592 -4.15035 -1.53540
H -2.76396 -2.63007 1.74606
H -1.58341 -3.95524 1.85897
H -2.70143 -3.89501 0.48306
H -0.20740 -4.13546 -2.50899
H -1.78067 -4.30701 -1.68360
H -0.32508 -5.00356 -0.95892
H -0.86192 0.17175 2.01630
H 1.71717 -1.48879 -2.54392
C -0.92429 0.61520 -1.73179
H -0.48702 1.53953 -1.35882
H -1.10536 -0.15518 -0.97528
H -1.93407 0.88152 -2.06293
O -3.42958 2.07639 -0.39248
H -4.21397 1.53844 -0.18842
H -3.00786 2.22128 0.47521
S 2.55833 -1.24792 0.97652
C 2.04004 -1.26513 2.62397
N 1.39772 -2.27422 3.23431
C 0.98796 -1.94320 4.58871
C 1.53433 -0.52852 4.77304
N 2.18337 -0.25984 3.50226
H 1.16122 -3.13582 2.75583
H 1.42461 -2.64778 5.30323
H -0.10345 -1.97632 4.67934
H 2.26018 -0.47344 5.58997
H 0.73804 0.20053 4.95818
H 2.59432 0.63052 3.24525
*
```